No. 1
Molecular formula: C37H80N9O7
Method: DFT, wB97M-V/def2-TZVPD

Structure (XYZ):
```
133
Properties=species:S:1:pos:R:3:forces:R:3:mulliken_charge:R:1
C 2.0361 -0.9205 0.1227 -0.24 0.26 -0.03 -0.41
C 1.7709 0.4419 -0.6959 0.70 -0.12 0.04 0.10
C 1.2443 1.6368 0.2525 -0.49 -0.08 -0.89 -0.50
C 0.2758 2.6768 -0.5182 1.52 0.61 0.50 -0.20
C -0.5557 3.5827 0.5190 -0.92 -0.12 -0.66 -0.68
C -2.0681 3.7716 -0.0637 0.04 -0.97 0.51 -0.78
C -3.0380 2.9549 0.9475 -0.30 1.87 -0.08 -0.35
C -4.5355 2.9682 0.3667 0.27 -0.88 -0.43 -0.10
C -5.4765 1.7816 0.8595 -2.55 -1.84 -0.06 0.30
N -5.4815 0.9530 2.0360 -2.85 0.75 -3.09 0.23
C -4.4832 1.0052 3.1431 1.30 -1.59 0.32 -0.65
C -3.3300 -0.0911 2.7631 -0.11 0.25 -0.82 -0.62
C -6.6394 0.0472 1.9568 -1.24 1.27 -3.40 -0.39
C -7.4071 0.3098 0.6470 4.89 1.22 4.13 -0.30
N -6.6013 1.3719 0.0643 -0.01 0.03 1.86 0.28
C -6.9558 1.9736 -1.2827 1.68 -0.01 -1.10 -0.74
C -6.0012 1.1949 -2.3591 -0.69 -0.99 -0.04 -0.09
C -6.7656 0.8295 -3.7259 1.11 -0.44 -0.49 -1.10
H 1.9280 -0.7128 1.2482 0.31 -0.40 -1.56 -0.09
H 3.0650 -1.3748 -0.0906 -1.57 0.67 0.38 0.25
H 1.2590 -1.7060 -0.1645 1.10 1.00 0.48 0.00
H 1.0697 0.2020 -1.5801 0.97 0.70 1.45 0.27
H 2.7746 0.7870 -1.1551 -1.68 -0.53 0.60 -0.05
H 2.1579 2.2162 0.6324 -1.40 -0.94 -0.17 0.22
H 0.6411 1.1825 1.1250 1.02 0.68 -1.13 0.18
H 0.9490 3.4040 -1.1151 -1.17 -1.36 0.67 -0.28
H -0.3574 2.1128 -1.2832 0.64 0.83 1.22 0.35
H -0.6061 3.0666 1.5509 0.01 0.74 -1.57 0.28
H -0.1192 4.6235 0.7045 -0.31 -1.58 -0.42 0.49
H -2.1724 3.2822 -1.1042 0.34 0.77 1.57 0.35
H -2.3661 4.8701 -0.1918 0.28 -1.57 0.46 0.39
H -3.0549 3.5835 1.9224 0.18 -1.34 -1.35 0.26
H -2.5991 1.9203 1.1406 -0.77 1.43 -0.39 -0.05
H -5.0307 3.9952 0.5237 0.61 -1.67 0.04 0.26
H -4.4379 2.8457 -0.7820 -0.31 0.03 1.92 0.09
H -4.0228 2.0502 3.2869 -1.12 -1.69 -0.38 0.31
H -4.9962 0.6171 4.0876 0.60 0.98 -1.31 0.36
H -2.3071 0.1723 3.1952 -1.54 -0.38 -0.35 0.06
H -3.2078 -0.0929 1.6102 -0.17 -0.01 1.92 0.29
H -3.6443 -1.1549 3.0560 0.48 1.68 -0.26 0.38
H -6.9276 -0.7277 2.7415 0.84 1.46 -1.14 0.36
H -8.3538 -0.1444 0.2132 1.68 0.85 0.62 0.38
H -8.0715 1.8358 -1.5126 1.79 0.13 0.56 0.25
H -6.6472 3.0872 -1.3213 -0.91 -1.80 0.40 0.27
H -5.7126 0.1865 -1.8701 -0.44 1.60 -0.70 0.24
H -5.0043 1.7425 -2.5338 -1.70 -0.60 0.15 0.25
H -6.0062 0.2457 -4.3800 -1.21 0.91 1.07 0.36
H -7.6363 0.0879 -3.5449 1.28 1.51 -0.19 0.29
H -7.0803 1.7403 -4.3485 0.27 -1.51 1.24 0.24
C 3.0214 -4.8021 1.0122 0.38 0.14 0.53 0.03
O 2.6544 -3.9886 0.1808 0.05 0.01 0.16 -0.55
N 3.7162 -4.5080 2.1463 -0.49 -0.44 -0.86 0.22
C 4.1189 -5.5310 3.0922 -0.03 0.31 0.18 -0.96
C 4.0643 -3.1276 2.4173 -0.12 0.00 -0.25 -0.67
H 2.8089 -5.8778 0.9020 0.05 -0.03 0.09 0.27
H 3.6720 -5.3100 4.0657 0.23 -0.25 -0.24 0.45
H 5.2090 -5.5242 3.1792 -0.02 -0.15 0.08 0.31
H 3.7918 -6.5190 2.7633 0.00 0.13 -0.07 0.29
H 3.1487 -2.5342 2.4770 0.17 0.12 -0.05 -0.09
H 4.6770 -2.7456 1.5968 -0.05 0.16 0.12 0.36
H 4.6159 -3.0474 3.3552 -0.08 -0.10 -0.10 0.43
C 2.7571 2.0457 -3.7519 0.39 0.40 -0.07 0.01
O 1.5955 2.1717 -3.4040 0.12 0.24 -0.06 -0.60
N 3.6876 3.0414 -3.7664 -0.46 -0.73 0.03 0.19
C 5.0533 2.8115 -4.1952 -0.13 0.13 0.09 -0.92
C 3.2998 4.3714 -3.3399 -0.29 -0.16 0.01 -0.91
H 3.1558 1.0773 -4.0942 0.10 0.05 -0.01 0.37
H 5.7298 3.0536 -3.3707 0.12 -0.02 -0.12 0.35
H 5.2706 3.4575 -5.0491 0.19 -0.16 0.01 0.37
H 5.2027 1.7713 -4.4871 -0.06 0.15 -0.05 0.24
H 2.9428 4.3268 -2.3077 -0.01 0.18 -0.05 0.22
H 2.4866 4.7289 -3.9765 0.03 0.13 0.14 0.31
H 4.1459 5.0567 -3.4061 -0.05 -0.17 -0.02 0.39
C 3.5948 -6.2405 6.8465 0.33 0.09 0.61 0.08
O 3.2277 -5.4326 6.0102 0.01 0.10 0.48 -0.65
N 4.2885 -5.9394 7.9796 -0.49 -0.42 -0.74 0.13
C 4.6908 -6.9580 8.9286 0.04 0.23 0.01 -0.93
C 4.6353 -4.5561 8.2447 -0.13 0.10 -0.26 -0.90
H 3.3836 -7.3168 6.7422 0.04 -0.01 0.07 0.30
H 4.2433 -6.7352 9.9006 0.11 -0.17 0.03 0.34
H 5.7800 -6.9512 9.0173 -0.06 -0.14 0.13 0.34
H 4.3645 -7.9468 8.6028 0.00 0.14 -0.03 0.29
H 3.7199 -3.9620 8.3018 0.16 0.10 0.01 0.28
H 5.2481 -4.1767 7.4235 -0.04 0.14 0.13 0.28
H 5.1861 -4.4723 9.1824 -0.08 -0.12 -0.12 0.37
C 7.9810 1.0952 -6.3143 0.29 -0.23 0.33 0.09
O 6.7640 1.0503 -6.2912 0.20 -0.08 0.22 -0.56
N 8.8079 0.5340 -5.3862 -0.33 0.44 -0.67 0.11
C 10.2505 0.6305 -5.4831 -0.15 -0.12 0.18 -0.92
C 8.2258 -0.1819 -4.2677 -0.27 0.05 -0.15 -0.86
H 8.5248 1.6139 -7.1202 0.08 -0.03 0.03 0.30
H 10.6714 -0.3765 -5.5415 0.17 0.12 -0.01 0.34
H 10.6338 1.1361 -4.5931 0.18 -0.04 -0.11 0.34
H 10.5460 1.1936 -6.3696 -0.11 -0.05 0.07 0.29
H 7.6183 -1.0070 -4.6476 -0.01 0.02 0.19 0.30
H 7.5809 0.4972 -3.7044 0.00 -0.17 0.08 0.22
H 9.0071 -0.5721 -3.6142 -0.03 0.10 -0.14 0.37
C 2.7399 -0.8728 4.9329 -0.18 0.11 0.06 0.26
O 3.7795 -0.2593 5.0805 -0.39 0.05 -0.01 -0.63
N 1.4868 -0.3457 5.0612 0.45 -0.44 -0.13 0.14
C 0.2950 -1.1447 4.8691 0.16 0.27 0.11 -0.74
C 1.3456 1.0570 5.3998 0.34 -0.02 -0.01 -1.01
H 2.7333 -1.9437 4.6747 -0.14 -0.01 0.05 0.20
H -0.2941 -0.7147 4.0539 -0.11 -0.16 0.01 0.12
H -0.2932 -1.1342 5.7908 -0.14 -0.13 -0.11 0.39
H 0.5513 -2.1757 4.6200 0.05 0.12 0.02 0.28
H 1.8345 1.6618 4.6319 -0.05 0.11 0.14 0.32
H 1.8356 1.2452 6.3581 -0.07 0.17 -0.08 0.30
H 0.2914 1.3308 5.4667 0.09 -0.13 -0.02 0.37
C -1.2211 -4.5293 -4.3826 0.10 0.03 0.39 0.12
O -1.8364 -5.5739 -4.4856 0.13 0.21 0.24 -0.58
N -0.7226 -4.0197 -3.2189 -0.23 -0.07 -0.76 0.13
C 0.0013 -2.7659 -3.1758 0.00 -0.23 0.18 -0.80
C -0.9234 -4.7561 -1.9864 -0.13 -0.18 -0.16 -0.89
H -1.0131 -3.8922 -5.2577 0.06 0.08 0.04 0.27
H 1.0063 -2.9499 -2.7869 0.00 0.23 0.01 0.29
H -0.5268 -2.0741 -2.5137 0.17 0.15 -0.04 0.29
H 0.0773 -2.3229 -4.1702 -0.06 -0.10 0.07 0.29
H -0.4717 -5.7462 -2.0831 -0.09 0.03 0.17 0.30
H -1.9957 -4.8760 -1.8116 0.08 -0.11 0.10 0.31
H -0.4710 -4.2271 -1.1460 0.04 -0.01 -0.18 0.28
C -9.2970 3.6463 -3.9330 0.11 0.57 -0.07 0.01
O -8.7546 2.9080 -4.7360 -0.14 0.43 0.13 -0.63
N -9.0002 4.9645 -3.7496 -0.31 -0.85 0.14 0.15
C -9.6920 5.7799 -2.7715 0.17 0.06 -0.19 -0.96
C -7.9597 5.5699 -4.5592 0.02 -0.24 -0.18 -0.93
H -10.1005 3.2876 -3.2689 -0.05 0.09 0.04 0.38
H -10.1804 6.6125 -3.2838 -0.04 0.03 0.21 0.36
H -8.9649 6.1683 -2.0536 -0.17 0.11 0.07 0.34
H -10.4449 5.1970 -2.2385 0.08 0.00 -0.11 0.30
H -8.2289 5.4799 -5.6142 0.18 0.07 0.04 0.30
H -7.0199 5.0379 -4.3913 0.03 0.13 -0.15 0.27
H -7.8366 6.6223 -4.3005 -0.10 -0.15 0.03 0.40
```
Forces are in eV/Å.

Values from the calculation:
Kohn-Sham gap: 7.8 eV
Total charge: +1
Highest occupied orbital energy: -10.200 eV
2S+1: 1

=====

No. 2
Molecular formula: C40H48N4O5PPtSSi
Method: DFT, wB97M-V/def2-TZVPD

Structure (XYZ):
```
101
Properties=species:S:1:pos:R:3:forces:R:3:mulliken_spin:R:1
Pt -0.4131 0.3229 0.3330 0.34 -0.18 0.05 1.79
C -3.6950 2.2714 -3.3243 0.00 0.02 -0.03 0.00
C -2.5642 1.4933 -2.6455 0.04 -0.03 -0.02 -0.02
C -3.1430 0.2128 -2.0570 0.04 -0.10 0.07 0.06
C -1.8838 2.3496 -1.5669 0.03 0.15 0.07 0.07
C -1.4585 3.7399 -2.0462 0.04 0.01 -0.05 0.01
O -0.0244 3.6053 -2.2544 -0.01 0.02 -0.05 0.02
C 0.3862 2.5191 -1.6555 0.05 -0.08 0.16 0.00
N -0.5616 1.7882 -1.1228 -0.16 0.14 -0.55 0.09
C 1.8409 2.2787 -1.7369 -0.06 -0.06 0.06 0.00
C 2.5065 2.9263 -2.7767 0.03 -0.05 -0.04 0.00
C 3.8648 2.7298 -2.9800 -0.01 0.01 0.02 0.01
C 4.5756 1.8888 -2.1423 0.00 -0.02 0.01 0.00
C 3.9310 1.2548 -1.0862 0.04 0.06 -0.10 0.01
C 2.5712 1.4452 -0.8674 0.00 0.00 -0.04 0.04
P 1.8804 0.8163 0.6710 -0.13 -0.14 0.13 0.27
C 2.7658 -0.6976 1.0801 0.04 0.02 -0.02 0.06
C 2.9921 -1.6473 0.0742 0.02 -0.06 -0.02 0.05
C 3.6141 -2.8498 0.3778 0.00 0.05 0.02 -0.01
C 4.0024 -3.1199 1.6885 0.00 -0.01 -0.03 0.02
C 3.7722 -2.1856 2.6884 -0.03 0.07 -0.01 0.00
C 3.1579 -0.9722 2.3870 -0.09 -0.09 0.06 0.04
C 2.1336 2.0665 1.9270 0.11 0.07 -0.01 -0.02
C 1.0557 2.7847 2.4418 -0.03 0.03 -0.01 -0.03
C 1.2747 3.8060 3.3533 0.00 -0.03 0.00 0.02
C 2.5681 4.1082 3.7532 0.02 0.00 0.00 0.00
C 3.6490 3.4011 3.2369 -0.02 0.01 0.00 0.00
C 3.4382 2.3864 2.3208 -0.01 0.00 -0.03 0.01
H -4.3197 1.5927 -3.9034 0.02 -0.01 0.00 0.00
H -3.3359 3.0326 -4.0140 -0.02 0.00 0.01 0.00
H -4.3395 2.7523 -2.5843 -0.01 -0.01 0.01 0.00
H -1.8041 1.2391 -3.3944 -0.01 0.02 -0.02 0.00
H -4.0108 0.4355 -1.4321 -0.01 0.02 0.01 0.01
H -2.4294 -0.3275 -1.4272 0.08 -0.01 0.03 -0.02
H -3.4743 -0.4639 -2.8461 -0.01 0.04 0.01 0.00
H -2.5357 2.4292 -0.6965 -0.03 -0.01 -0.01 -0.04
H -1.6011 4.5269 -1.3079 0.00 -0.02 0.02 0.00
H -1.8878 4.0401 -2.9956 0.00 0.01 0.06 0.00
H 1.9571 3.5754 -3.4424 -0.01 0.01 0.00 0.00
H 4.3619 3.2392 -3.7937 0.00 0.00 -0.01 0.00
H 5.6352 1.7337 -2.2946 0.00 0.00 0.00 0.00
H 4.5048 0.6193 -0.4239 0.00 0.03 0.01 0.00
H 2.7390 -1.4182 -0.9558 -0.01 0.00 -0.01 -0.01
H 3.8415 -3.5572 -0.4102 -0.01 0.00 -0.01 0.00
H 4.5100 -4.0465 1.9230 -0.01 -0.01 0.00 0.00
H 4.0894 -2.3880 3.7027 0.00 0.00 0.00 0.00
H 2.9882 -0.2473 3.1732 0.03 0.02 0.00 0.00
H 0.0399 2.5509 2.1411 0.00 -0.04 -0.01 0.03
H 0.4375 4.3603 3.7545 0.00 0.01 0.01 0.00
H 2.7391 4.9017 4.4679 0.00 0.01 0.00 0.00
H 4.6561 3.6493 3.5425 0.00 -0.01 0.01 0.00
H 4.2893 1.8563 1.9098 0.00 -0.03 0.00 0.00
C -2.3734 -8.2530 3.5040 -0.03 0.05 -0.04 0.00
C -2.4836 -7.6604 2.1013 -0.07 -0.10 0.01 0.00
S -1.3848 -6.2821 1.8835 0.00 0.16 0.07 0.00
O -2.1249 -5.0308 1.9534 0.16 0.02 0.08 0.00
O -0.2060 -6.4182 2.7034 -0.08 0.03 -0.03 0.00
C -0.8146 -6.3295 0.1748 -0.03 0.12 -0.08 0.00
C 0.4219 -5.4286 0.0842 -0.04 0.09 -0.11 0.00
N 0.1104 -4.0599 -0.4346 0.20 0.03 0.43 0.06
C 0.0749 -2.9272 0.3833 -0.20 0.09 -0.70 0.08
N -0.2254 -1.8311 -0.3896 0.01 0.09 -0.04 0.11
C -0.3776 -2.2349 -1.6346 0.25 -0.35 0.12 0.24
C -0.1439 -3.6521 -1.6675 -0.17 0.19 -0.05 0.32
N -0.2076 -4.4953 -2.8652 -0.21 0.06 0.14 -0.01
O -0.3312 -3.8691 -3.8887 0.09 -0.01 -0.02 0.06
O -0.1660 -5.6881 -2.6977 0.10 0.03 -0.01 -0.01
C 0.2460 -2.9398 1.8142 0.02 -0.17 0.18 0.15
H -3.0059 -9.1378 3.5484 -0.01 0.02 0.01 0.00
H -2.7172 -7.5485 4.2583 0.01 0.01 0.01 0.00
H -1.3504 -8.5423 3.7299 0.00 -0.02 0.00 0.00
H -3.4747 -7.2576 1.8940 -0.02 -0.05 -0.05 0.00
H -2.2270 -8.3897 1.3308 0.03 -0.02 0.03 0.00
H -1.6476 -5.9578 -0.4198 0.06 -0.10 -0.13 0.00
H -0.5696 -7.3380 -0.1504 0.05 -0.04 0.13 0.00
H 1.1901 -5.8592 -0.5509 -0.07 0.04 -0.12 0.00
H 0.8534 -5.2606 1.0696 0.03 -0.16 0.00 0.00
H -0.6106 -1.6022 -2.4768 -0.03 0.04 -0.01 -0.01
H 1.2303 -3.3487 2.0824 0.01 0.05 0.03 0.04
H -0.5014 -3.6278 2.2521 0.02 0.08 -0.02 0.05
H 0.1282 -1.9442 2.2288 -0.01 0.09 0.05 -0.09
C -3.3816 -1.2016 1.4731 0.11 -0.04 0.06 0.07
Si -2.2774 0.2229 1.9808 -0.51 -0.07 0.34 0.30
C -3.2189 1.8267 1.9713 0.16 0.14 -0.09 0.04
C -1.5164 -0.1292 3.6405 0.14 -0.11 0.39 0.01
C -2.4256 -0.5003 4.6454 -0.02 -0.03 -0.18 0.03
C -1.9989 -0.7804 5.9333 -0.01 -0.02 0.08 0.01
C -0.6511 -0.7072 6.2553 0.02 0.01 -0.04 0.00
C 0.2687 -0.3476 5.2809 -0.05 -0.02 0.06 0.00
C -0.1649 -0.0623 3.9957 0.00 0.12 -0.22 -0.08
H -4.3924 -0.9611 1.8177 -0.01 -0.06 0.04 0.01
H -3.0530 -2.1106 1.9804 -0.06 -0.07 -0.04 0.00
H -3.4553 -1.3949 0.4049 0.02 0.05 -0.07 0.01
H -3.8958 1.9358 1.1237 -0.01 -0.06 -0.01 0.00
H -2.5817 2.7105 2.0302 -0.03 0.02 0.07 0.00
H -3.8239 1.7965 2.8836 -0.04 0.08 0.01 0.01
H -3.4862 -0.5740 4.4272 -0.02 0.00 0.01 0.00
H -2.7195 -1.0559 6.6917 -0.02 0.01 -0.01 0.00
H -0.3221 -0.9237 7.2626 0.00 0.00 0.00 0.00
H 1.3191 -0.2768 5.5336 0.01 0.01 -0.02 0.00
H 0.5710 0.2478 3.2611 -0.02 -0.02 0.00 0.10
```
Forces are in eV/Å.

Values from the calculation:
Kohn-Sham gap (alpha / beta): 6.3 / 3.6 eV
Energy relative to the best compared isomer or geometry (same formula, charge and spin): 24.3 kcal per mole
Total charge: +3
Highest occupied orbital energy (alpha / beta): -15.611 / -16.069 eV
2S+1: 5

=====

No. 3
Molecular formula: C13H22Cl5N8NaS2
Method: DFT, wB97M-V/def2-TZVPD

Structure (XYZ):
```
51
Properties=species:S:1:pos:R:3:forces:R:3:mulliken_charge:R:1
Na -0.3071 0.0886 0.0544 -0.10 0.01 -0.29 0.70
N 2.0457 -1.2124 0.2392 -0.07 -0.06 -0.01 -0.11
N 2.7247 -2.0493 -0.6460 0.10 0.04 0.07 -0.26
C 2.1285 -3.1371 -1.1728 -0.31 0.01 -0.34 0.35
N 2.7853 -3.6676 -2.2337 0.02 -0.14 0.11 -0.41
S 0.6968 -3.8397 -0.6526 0.20 0.02 0.04 -0.49
H 1.8707 -0.3222 -0.2336 0.17 0.15 0.00 0.11
H 2.5818 -1.0758 1.0876 -0.01 -0.02 -0.09 0.20
H 3.4949 -1.6443 -1.1685 -0.14 -0.09 0.11 0.26
H 3.4382 -3.1159 -2.7655 -0.01 0.03 -0.01 0.22
H 2.3068 -4.4123 -2.7122 0.05 0.06 0.04 0.22
C -2.3839 0.4683 5.0042 -0.19 0.05 -0.05 -1.16
N -1.0985 0.6478 4.3581 0.17 0.06 0.15 0.05
C -0.4069 1.8806 4.6674 -0.01 0.11 0.00 -1.20
C -0.7612 0.0023 3.1993 -0.07 -0.25 -0.02 0.49
N 0.0154 0.4455 2.2893 0.00 0.19 0.09 -0.43
N -1.2747 -1.2943 3.1317 0.07 -0.02 0.08 -0.17
C -1.3838 -2.0811 1.9837 -0.03 0.10 0.26 0.32
N -1.2329 -3.4240 2.2702 0.14 -0.13 -0.11 -0.56
N -1.6930 -1.5749 0.8601 -0.15 -0.24 -0.14 -0.47
H -2.2677 0.1859 6.0519 0.01 -0.01 0.02 0.31
H -2.9617 -0.2937 4.4869 0.01 0.02 0.06 0.41
H -2.9529 1.4021 4.9618 -0.02 -0.03 0.02 0.39
H -0.5704 2.1202 5.7165 0.00 -0.01 0.01 0.35
H -0.7632 2.7253 4.0638 -0.01 -0.02 0.02 0.36
H 0.6644 1.7656 4.5066 -0.01 -0.02 0.01 0.42
H 0.2110 1.4318 2.4170 0.08 0.02 -0.01 0.00
H -1.3278 -1.7848 4.0101 -0.03 0.00 -0.07 0.33
H -0.4935 -3.6084 2.9340 -0.02 -0.03 0.03 0.23
H -1.0784 -3.9771 1.4345 -0.05 0.04 0.09 0.25
H -1.6762 -2.3084 0.1536 0.03 0.07 -0.05 0.11
Cl 1.1273 -0.7533 -3.3722 0.02 0.16 0.02 -0.21
C 1.3619 0.9415 -2.8900 -0.02 -0.20 -0.17 0.88
C 1.1183 1.2704 -1.5762 0.04 -0.11 0.14 -1.39
C 1.2876 2.6030 -1.2887 -0.05 0.24 0.40 0.99
Cl 0.9757 3.1470 0.3906 0.09 -0.09 -0.32 -0.30
C 1.6734 3.5774 -2.2016 -0.02 0.06 -0.01 -0.53
Cl 1.8462 5.2349 -1.7553 0.01 0.01 -0.01 -0.19
C 1.9163 3.1825 -3.5156 0.01 -0.02 -0.05 0.67
Cl 2.3963 4.3436 -4.6939 0.02 0.01 -0.03 -0.20
C 1.7607 1.8429 -3.8721 -0.01 0.02 -0.03 -0.43
Cl 2.0553 1.3471 -5.4999 0.00 0.01 0.00 -0.20
C -2.7308 1.2554 -2.5851 0.06 -0.05 -0.17 -0.77
S -2.5068 1.8038 -0.8901 0.08 0.08 0.07 0.06
C -3.9428 1.0393 -0.1313 -0.16 -0.09 0.09 -0.84
H -2.7686 0.1695 -2.6537 -0.01 -0.05 0.05 0.25
H -1.8690 1.6008 -3.1528 0.05 0.03 0.00 0.22
H -3.6308 1.6815 -3.0250 -0.04 0.02 0.04 0.36
H -4.8713 1.4155 -0.5593 0.02 0.03 -0.05 0.37
H -3.9257 1.2930 0.9269 0.03 0.04 0.03 0.27
H -3.9035 -0.0452 -0.2128 0.04 -0.03 -0.04 0.21
```
Forces are in eV/Å.

Values from the calculation:
Kohn-Sham gap: 8.0 eV
Energy relative to the best compared isomer or geometry (same formula, charge and spin): 0.0 kcal per mole
Highest occupied orbital energy: -8.080 eV
2S+1: 1